18
Properties=species:S:1:pos:R:3:forces:R:3 method="wB97M-V/def2-TZVPD" e_tot_ev=-12860.2406 charge=+1
C -2.918 -0.451 -0.462 -1.6 0.2 1.4
C -2.665 0.876 -0.440 0.0 0.9 -2.3
C -1.040 -0.183 0.508 -0.7 0.2 -1.1
C 1.915 -0.740 -0.761 1.2 -1.8 0.7
C 1.666 0.979 0.698 -2.6 0.7 3.1
C 0.362 -0.451 0.919 2.5 3.2 3.9
N -1.932 -1.083 0.225 1.9 -0.9 0.7
N 0.959 -1.318 -0.004 0.3 0.3 -1.8
N 2.381 0.406 -0.370 -1.1 -1.1 0.2
O -1.371 1.023 0.024 -0.7 0.9 0.6
H -3.844 -1.005 -0.615 0.3 0.5 -0.5
H -3.177 1.727 -0.988 1.0 -1.1 1.2
H 2.429 -1.429 -1.430 -0.2 0.7 -0.7
H 1.172 1.928 0.360 0.3 -0.9 0.4
H 2.343 1.259 1.644 -1.7 -1.2 -2.0
H 0.483 -0.832 2.025 -0.4 0.8 -2.2
H 0.181 -1.683 -0.535 0.2 -1.5 -0.5
H 3.059 0.977 -0.795 1.2 0.1 -1.1